154
Properties=species:S:1:pos:R:3:forces:R:3:lowdin_charge:R:1 method="wB97M-V/def2-TZVPD" spin_multiplicity=1 homo_energy_ev=-14.213 charge=+3 orbital_gap_ev=3.7 max_force_ev_per_a=9.72
N -0.10062 1.03707 -0.49644 4.14 -0.97 0.88 -0.628
O -0.05446 1.34896 -1.66888 -0.18 0.29 -2.56 -0.027
O 0.91362 0.52629 0.06620 -0.87 -0.26 -0.50 -0.057
O -1.07007 1.27322 0.16579 -3.78 0.73 2.23 -0.049
C -3.73611 1.01963 -1.70741 2.75 1.82 -0.89 -0.029
C -4.90403 0.48488 -1.00970 -3.81 -0.58 0.62 -0.406
C -5.58045 -0.66526 -1.83161 -1.34 0.14 -0.73 -0.132
C -4.94387 -2.01414 -1.87113 1.41 -0.27 0.50 -0.178
C -4.80051 -2.51207 -0.44729 -0.53 1.00 -0.53 -0.119
C -3.91748 -1.52440 0.37630 -0.60 -1.95 2.08 -0.401
N -4.43687 -0.08391 0.31192 3.46 5.73 4.16 0.172
O -4.10225 0.85431 1.30786 -2.42 -6.72 -6.37 0.156
C -2.43387 -1.61189 0.00306 0.74 1.09 -0.15 0.003
C -4.07371 -1.95784 1.84322 -0.26 0.99 1.30 -0.025
C -6.03897 1.63254 -0.79802 1.07 -1.25 0.70 0.033
H -2.87713 0.38775 -1.93322 -0.38 -0.45 0.18 0.086
H -3.26469 1.84494 -1.17379 -0.14 -0.19 0.42 0.057
H -3.97559 1.48139 -2.66529 -0.73 -0.31 -0.07 0.125
H -5.77114 -0.30438 -2.84230 0.60 0.42 -0.11 0.139
H -6.61450 -0.88897 -1.56937 -0.16 0.57 0.93 0.132
H -3.92333 -1.93539 -2.24581 0.06 -0.15 -0.49 0.113
H -5.47183 -2.76067 -2.46446 -0.16 0.38 -0.15 0.139
H -4.42956 -3.53611 -0.49004 0.58 0.24 0.62 0.140
H -5.77814 -2.56383 0.03193 -0.13 -0.01 0.05 0.132
H -1.79925 -1.10591 0.73060 -0.24 0.41 -0.01 0.065
H -2.22950 -1.14379 -0.95987 0.12 -0.36 0.06 0.076
H -2.06097 -2.63578 0.02941 -0.70 -0.24 -0.25 0.104
H -5.05816 -1.71120 2.24084 -0.40 -0.21 -0.40 0.101
H -3.45505 -1.37167 2.52276 0.53 -0.07 -0.26 0.049
H -3.91881 -3.01204 2.07296 0.18 0.00 -0.65 0.112
H -6.29186 1.97029 -1.80304 -0.01 0.15 0.25 0.102
H -5.74945 2.42619 -0.10926 0.62 0.20 -0.54 0.077
H -6.91455 1.24000 -0.28093 -0.09 -0.49 -0.45 0.091
C 1.27401 2.04390 5.33169 0.00 1.82 0.86 -0.007
C -0.01001 1.53741 4.69062 0.79 -0.43 -1.58 -0.388
C 0.41770 0.43591 3.67969 0.74 -1.36 0.03 -0.128
C -0.49961 -0.73888 3.34655 -1.29 1.23 0.49 -0.167
C -1.13596 -1.33564 4.62255 0.60 1.44 -0.55 -0.098
C -1.83124 -0.26258 5.57875 0.99 -1.70 1.57 -0.374
N -0.89744 0.96858 5.77502 -3.78 5.65 4.33 0.128
O -1.24953 1.81949 6.79444 2.63 -5.76 -6.32 0.177
C -1.93881 -0.97176 6.99640 -0.22 0.06 -0.67 -0.004
C -3.19414 0.24699 5.12950 -0.51 -0.13 -1.06 -0.009
C -0.81047 2.66020 3.86618 0.38 0.02 1.61 0.044
H 1.96961 2.52419 4.64355 0.06 -1.07 -0.82 0.108
H 1.75298 1.31359 5.98388 0.04 -0.06 -0.34 0.107
H 1.12249 2.95509 5.91036 -0.68 -0.20 0.68 0.094
H 1.32058 -0.06960 4.02227 0.27 0.38 0.56 0.121
H 0.77160 0.86358 2.74163 -0.21 0.56 0.02 0.106
H 0.04376 -1.48278 2.76390 0.05 0.06 0.26 0.093
H -1.27456 -0.34702 2.68778 -0.33 -0.13 -0.17 0.080
H -0.31588 -1.79254 5.17647 -0.17 -0.14 0.31 0.124
H -1.82899 -2.11786 4.31282 -0.33 0.11 0.54 0.117
H -0.97694 -1.00020 7.50834 -0.11 0.36 0.10 0.096
H -2.19357 -2.02234 6.85680 -0.01 -0.01 -0.46 0.093
H -2.75385 -0.59909 7.61682 0.38 0.50 0.04 0.095
H -3.19245 0.54799 4.08188 0.28 0.41 -0.04 0.062
H -3.69457 1.01169 5.72356 0.58 0.05 0.23 0.107
H -3.89530 -0.58708 5.10128 0.22 -0.38 0.39 0.104
H -0.12688 3.24271 3.24854 0.42 -0.94 -0.41 0.074
H -1.11845 3.45622 4.54411 -0.66 -0.35 0.36 0.093
H -1.63189 2.21312 3.30629 0.14 0.19 -0.03 0.079
C 1.04272 -2.74103 0.54139 -0.65 -1.25 0.38 -0.002
C 1.97430 -4.00830 0.61057 0.26 0.21 -0.17 -0.388
C 2.39072 -4.20787 2.04568 -0.41 1.64 1.41 -0.163
C 3.17921 -5.40210 2.51281 0.99 -0.63 -0.87 -0.152
C 2.41529 -6.69998 2.15801 -0.08 1.49 -0.54 -0.090
C 1.83289 -6.70550 0.68906 -0.11 -1.73 0.93 -0.397
N 1.34989 -5.33293 0.19668 -1.38 0.07 -8.86 0.142
O 0.76216 -5.32831 -1.06147 3.04 -0.13 8.19 0.140
C 0.67873 -7.73908 0.63362 -0.20 0.08 -0.49 -0.019
C 2.91727 -7.22508 -0.31677 0.12 0.28 -0.49 0.003
C 3.28054 -3.77975 -0.28239 0.05 -0.71 -0.02 0.036
H 0.17698 -2.91282 1.18099 0.02 -0.29 0.39 0.063
H 0.54284 -2.46107 -0.38588 0.94 -0.09 -0.44 0.085
H 1.58495 -1.91624 1.00379 0.15 0.16 -0.50 0.076
H 1.52969 -4.11585 2.70767 -0.58 -0.27 -0.16 0.128
H 2.82167 -3.22199 2.22014 0.91 -0.19 0.46 0.138
H 3.45993 -5.34504 3.56450 -0.77 0.03 0.22 0.131
H 4.19079 -5.41998 2.10723 -0.01 -0.02 -0.66 0.114
H 1.58887 -6.78102 2.86411 -0.07 -0.32 -0.07 0.124
H 3.07111 -7.56846 2.21913 -0.24 -0.02 0.10 0.136
H 0.44085 -7.95383 -0.40821 -0.45 0.32 0.05 0.090
H -0.19264 -7.46806 1.22974 -0.05 0.31 -0.25 0.096
H 0.96724 -8.71795 1.01659 0.63 0.27 0.26 0.109
H 3.19878 -8.27088 -0.19365 -0.11 0.01 1.31 0.111
H 3.81801 -6.61587 -0.24177 -0.07 -0.07 -0.35 0.087
H 2.54810 -7.36655 -1.33254 -0.22 1.11 -0.18 0.097
H 3.71441 -2.78122 -0.22943 -1.04 0.59 0.17 0.092
H 3.10052 -4.05094 -1.32266 -0.04 0.05 0.06 0.088
H 4.15163 -4.31794 0.09130 -0.36 -0.74 0.02 0.083
C -0.18714 1.01673 -6.43361 -0.60 1.74 -0.19 -0.110
C 0.86851 0.07617 -6.00080 2.23 -0.44 0.85 -0.221
C 2.02272 0.72008 -5.11001 -0.69 -0.88 -0.13 -0.060
N 2.95296 -0.36842 -4.48741 0.45 0.64 1.47 -0.199
C 2.22094 -1.27843 -3.43036 -0.15 0.16 -1.65 0.046
C 4.12447 0.32621 -3.74886 1.12 1.07 -1.41 -0.075
C 5.14361 0.71100 -4.89495 0.07 -0.17 2.16 -0.150
C 5.06850 -0.43822 -5.87191 -0.99 0.70 -0.26 -0.136
C 3.74073 -1.17460 -5.51716 0.53 0.05 -0.87 -0.090
H 0.18108 1.92320 -6.91407 0.41 -0.29 -0.66 0.085
H -0.69321 1.51375 -5.60598 -0.34 -0.62 0.45 0.072
H -0.92006 0.54373 -7.08722 0.06 0.07 0.08 0.090
H 1.38740 -0.39855 -6.83357 -0.20 0.23 -0.37 0.100
H 0.39427 -0.77030 -5.50413 0.14 0.07 0.52 0.104
H 1.64113 1.39336 -4.34243 -0.33 -0.82 0.78 0.118
H 2.66159 1.45281 -5.60299 0.22 -0.64 -0.85 0.129
H 1.76144 -2.08147 -4.00662 -0.11 0.06 -0.02 0.091
H 1.44107 -0.73034 -2.90167 0.32 0.39 -0.05 0.093
H 2.91017 -1.74376 -2.72570 0.29 0.53 -0.22 0.080
H 4.56689 -0.40416 -3.07140 -0.22 0.19 0.03 0.120
H 3.84782 1.25561 -3.25111 -0.59 -0.51 0.45 0.131
H 6.14923 0.86487 -4.50362 -0.02 -0.37 0.40 0.124
H 4.94880 1.71447 -5.27337 -0.55 -0.28 -0.48 0.111
H 5.86519 -1.18142 -5.83988 0.16 0.43 0.06 0.124
H 5.05308 0.08312 -6.82902 -0.13 -0.88 -0.45 0.119
H 4.03326 -2.12432 -5.06931 -0.49 0.04 0.15 0.130
H 3.21286 -1.34553 -6.45538 -0.55 -0.15 0.51 0.122
C 1.35579 4.91540 -3.34768 -1.72 1.43 0.85 -0.053
C 0.03407 4.66638 -2.59712 -1.11 -2.65 0.21 -0.266
C -0.62547 5.71194 -1.69168 1.58 -1.03 0.15 -0.068
N -1.31876 5.14896 -0.38087 -0.71 1.90 -1.53 -0.222
C -2.43875 4.20690 -0.79976 0.41 0.46 0.03 -0.001
C -1.94644 6.37185 0.38809 1.82 -0.75 -0.03 -0.045
C -0.77391 6.89063 1.31413 -1.13 0.03 -0.56 -0.120
C 0.21958 5.74390 1.46953 0.36 -1.47 -1.31 -0.118
C -0.35330 4.55429 0.61801 -0.79 0.20 0.31 -0.086
H 1.43757 4.10982 -4.07737 0.50 0.25 0.12 0.071
H 2.12532 4.98022 -2.57844 0.40 -0.31 -0.46 0.081
H 1.23016 5.89438 -3.81022 0.62 -0.09 -0.55 0.080
H 0.25430 3.72744 -2.08919 -0.12 0.02 0.82 0.075
H -0.77112 4.30043 -3.23419 0.17 0.18 -0.79 0.100
H -1.34438 6.22329 -2.33183 -0.13 0.46 0.81 0.138
H 0.27371 6.27197 -1.43492 -0.73 0.95 0.80 0.138
H -2.07091 3.60289 -1.62920 0.08 -0.47 0.62 0.083
H -3.33495 4.70581 -1.16860 0.37 0.80 -0.09 0.110
H -2.79505 3.69116 0.09195 0.50 -0.47 -0.18 0.093
H -2.77484 5.96942 0.97110 0.01 0.08 -0.10 0.125
H -2.27790 7.07211 -0.37863 -0.12 -0.02 0.29 0.127
H -1.22026 7.21217 2.25513 0.15 0.00 -0.01 0.116
H -0.30229 7.76199 0.85983 -0.05 -0.07 0.05 0.117
H 0.44537 5.38106 2.47226 -0.40 0.20 0.09 0.107
H 1.20556 5.96534 1.06099 -0.06 0.33 -0.02 0.118
H -1.05229 3.94242 1.18819 0.42 -0.20 0.40 0.101
H 0.34802 3.88179 0.12404 0.16 0.23 0.07 0.120
N 4.79128 2.05968 0.98634 -0.39 -5.50 -0.09 -0.188
S 3.50527 2.75857 0.65146 -2.20 9.44 -0.71 0.347
O 2.56226 2.92216 1.73367 -0.50 -0.73 -0.54 -0.302
O 3.05297 2.84416 -0.70811 -0.98 -1.61 -0.14 -0.290
F 4.21220 4.19232 0.65532 0.21 0.83 0.59 -0.207
S 3.99502 0.56650 0.82806 4.39 -4.49 1.09 0.557
O 3.84202 0.06550 -0.52154 0.08 0.61 1.04 -0.303
O 3.04930 0.16083 1.82681 -0.37 0.64 -0.42 -0.298
F 5.28703 -0.27505 1.40217 -0.63 0.50 -0.85 -0.224